C25H39BBaN5O3S2 | the ωB97M-V functional and the def2-TZVPD basis

Computed properties:
- molar mass (g mol⁻¹) = 669.89
- net charge = -1
- gap between HOMO and LUMO (eV) = 4.9
- HOMO level (hartree) = -0.1078

Each line ends with the Mulliken charge.
Positions of all 76 atoms, in Å:
Ba 0.1320 0.6444 0.5976  1.5195
C -0.6185 5.2977 -1.0670  -1.3196
C -0.7059 3.8049 -0.8248  0.0687
N -0.3091 3.2878 0.3154  0.5551
N -0.0118 4.1946 1.3310  -1.2262
C 0.9506 3.9065 2.1322  0.4298
N 1.1685 4.8204 3.1706  -0.5556
S 2.0802 2.5622 2.0881  -0.4866
C -1.2267 3.0138 -1.8808  -0.0310
C -1.7668 3.5286 -3.0694  -0.4735
C -2.7369 2.8226 -3.7542  -0.9427
C -3.3723 1.7533 -3.0307  -0.4782
C -2.7629 1.2169 -1.9539  -0.9551
N -1.3540 1.5596 -1.7545  -0.1345
H -0.1026 5.7693 -0.2377  0.4361
H -1.6165 5.7298 -1.1551  0.2923
H -0.0802 5.5001 -1.9940  0.3237
H 0.3445 5.3591 3.3933  0.2508
H 1.6156 4.3913 3.9645  0.2271
H -1.5050 4.5269 -3.4041  0.2366
H -3.1779 3.2161 -4.6601  0.4719
H -4.3959 1.4826 -3.2674  0.3662
H -3.2381 0.5496 -1.2446  0.3479
C 1.5826 -1.6134 -2.8908  -2.0465
C 0.2668 -1.2033 -3.5345  1.8724
C -0.4412 -2.4258 -4.0935  -1.9494
O -0.5646 -0.6331 -2.5078  -0.5497
B -0.5842 0.7490 -2.6695  1.9357
O 0.2095 1.1441 -3.7212  -0.9434
C 0.4267 -0.0120 -4.5437  1.6600
C -0.6646 0.0060 -5.6110  -1.8838
C 1.7952 0.1018 -5.1906  -1.8315
H 1.3791 -2.3128 -2.0804  0.4403
H 2.0944 -0.7553 -2.4562  0.3981
H 2.2428 -2.0925 -3.6160  0.3263
H -0.5202 -3.1739 -3.3035  0.4233
H 0.1198 -2.8557 -4.9258  0.3599
H -1.4461 -2.1782 -4.4290  0.3819
H -1.6515 -0.0133 -5.1455  0.2777
H -0.5684 -0.8377 -6.2964  0.3677
H -0.5842 0.9363 -6.1727  0.4848
H 2.5774 0.2260 -4.4448  0.3466
H 1.8018 0.9764 -5.8413  0.4760
H 2.0102 -0.7841 -5.7922  0.3326
C 4.2675 -2.2924 1.1989  -1.2195
S 2.5563 -1.7800 1.4223  0.5821
C 1.8220 -3.4103 1.2959  -0.8670
O 2.1935 -1.0556 0.1517  -0.5668
H 4.5519 -2.9446 2.0228  0.4099
H 4.8659 -1.3835 1.2111  0.3766
H 4.3606 -2.7947 0.2365  0.3326
H 2.1217 -3.9853 2.1719  0.4463
H 2.1509 -3.8880 0.3729  0.4921
H 0.7426 -3.2564 1.3146  0.0115
C -0.8601 -0.9953 6.4550  -0.8997
N 0.0930 -0.3363 5.5882  0.0587
C -0.4916 0.8370 4.9582  -0.7637
C 0.7282 -1.2540 4.6354  -1.9540
C -0.2129 -2.0138 3.7146  0.7336
C -0.6035 -3.2969 4.1012  -0.4562
C -1.5026 -4.0336 3.3350  -0.6655
C -2.0206 -3.4627 2.1824  -0.5546
C -1.6062 -2.1849 1.8070  -0.2341
C -0.6805 -1.4144 2.5256  0.1419
H -1.1911 -0.2930 7.2238  0.3569
H -0.3832 -1.8448 6.9508  0.2907
H -1.7524 -1.3664 5.9264  0.2795
H -0.8046 1.5371 5.7372  0.3421
H -1.3669 0.5978 4.3368  0.2449
H 0.2502 1.3286 4.3261  0.2060
H 1.3169 -1.9684 5.2249  0.4856
H 1.4213 -0.6547 4.0402  0.3208
H -0.2034 -3.7344 5.0133  0.3217
H -1.7999 -5.0308 3.6391  0.3591
H -2.7321 -4.0192 1.5795  0.3809
H -2.0224 -1.7927 0.8728  0.2057

Forces on the atoms, in the same order (eV/Å):
-0.20 0.08 0.20
-0.04 -0.06 0.04
0.17 0.25 0.27
0.03 -0.24 -0.29
-0.08 0.21 0.11
-0.04 -0.17 -0.17
0.10 -0.02 -0.02
-0.08 -0.15 -0.04
0.05 -0.08 -0.37
-0.08 0.02 0.19
-0.11 -0.12 -0.04
0.11 0.19 -0.16
-0.10 -0.24 0.20
0.23 0.17 0.02
0.00 0.03 -0.02
0.00 0.01 -0.01
-0.02 -0.02 -0.02
-0.01 -0.01 0.00
-0.02 0.04 0.03
0.01 0.00 0.04
-0.01 -0.02 0.00
-0.01 -0.04 0.05
0.00 0.00 -0.01
-0.05 0.03 0.02
0.11 0.06 -0.08
-0.01 0.05 0.06
-0.14 0.01 0.12
-0.07 0.01 -0.06
0.07 0.15 0.15
-0.03 -0.11 -0.05
0.03 0.00 0.07
-0.06 0.00 0.03
0.00 0.00 0.00
0.03 -0.01 0.00
0.01 0.00 0.00
0.00 -0.03 -0.03
0.01 0.00 -0.01
0.00 -0.01 -0.01
-0.01 0.00 -0.03
-0.01 0.01 -0.02
-0.01 0.00 0.00
0.01 -0.01 0.00
0.02 -0.01 -0.02
0.02 0.01 -0.01
-0.14 0.19 -0.09
0.09 -0.25 0.19
0.01 0.12 0.02
0.06 -0.10 0.02
0.01 -0.01 0.01
0.04 -0.03 0.01
0.02 -0.02 0.01
-0.03 -0.02 0.00
-0.01 0.03 -0.02
0.01 -0.07 0.01
0.03 0.02 0.00
0.00 0.00 0.00
-0.02 -0.05 -0.01
-0.03 0.04 -0.04
0.04 -0.05 0.12
-0.07 -0.02 -0.06
0.04 0.06 0.03
-0.03 -0.07 -0.01
0.02 -0.07 -0.10
0.15 0.31 -0.22
0.00 0.00 0.00
-0.01 -0.01 0.00
0.00 -0.01 0.00
0.01 0.00 0.00
0.00 0.01 -0.01
0.01 0.00 0.00
0.01 0.02 0.03
-0.02 -0.01 -0.01
0.01 0.02 0.01
0.01 0.00 0.01
0.00 0.04 -0.02
-0.03 -0.04 0.00